Entry from the OMol25 dataset: an isolated molecule of C4H8O3 (ωB97M-V with the def2-TZVPD basis set).

Cartesian coordinates (Å):
O1 -0.096 1.592 -0.908
H1 2.062 0.448 0.054
O2 -2.264 1.638 0.595
H2 1.214 -0.240 1.460
H3 0.424 -3.130 0.179
C1 -0.002 0.984 0.142
H4 -0.131 -1.194 -0.915
C2 -1.103 1.128 1.176
O3 0.682 -2.315 0.625
C3 1.121 0.015 0.400
C4 0.804 -1.297 -0.346
H5 1.599 -1.521 -1.070
H6 -0.712 1.798 1.964
H7 -1.294 0.157 1.655
H8 -1.987 1.969 -0.278

Properties
Lowest unoccupied orbital energy in eV: 0.7107
SMILES: O=C(CO)CCO
Largest force on an atom in eV Å⁻¹: 0.5
Total charge: 0

Here are the Mulliken charges for atoms 1 to 4, given in e:
1. O -0.613
2. H 0.342
3. O -0.529
4. H 0.311

=====

Entry from the OMol25 dataset: a cluster of 2 separate species, C4H8O3 in total (ωB97M-V with the def2-TZVPD basis set).

Cartesian coordinates (Å):
O1 -0.758 -1.943 0.724
C1 0.127 0.884 -2.682
O2 0.407 0.627 1.838
H1 0.455 1.881 -2.982
C2 0.262 -0.070 2.949
H2 -0.567 -1.741 1.696
H3 0.619 0.485 3.824
C3 -0.421 -0.881 0.004
H4 -0.442 0.400 -3.478
H5 0.543 1.039 -0.144
C4 0.089 0.278 0.469
H6 -0.606 -1.023 -1.070
H7 -0.520 0.976 -1.810
H8 1.003 0.276 -2.437
O3 -0.192 -1.189 3.098

Properties
Lowest unoccupied orbital energy in eV: 0.7912
SMILES: O=CO/C=C\O.C
Largest force on an atom in eV Å⁻¹: 0.8
Total charge: 0

Here are the Mulliken charges for atoms 1 to 4, given in e:
1. O -0.573
2. C -1.095
3. O -0.301
4. H 0.299

=====

Entry from the OMol25 dataset: an isolated molecule of C4H8O3 (ωB97M-V with the def2-TZVPD basis set).

Cartesian coordinates (Å):
H1 1.238 -0.859 -1.019
H2 -0.268 0.127 -2.676
O1 -1.653 0.108 2.239
H3 -1.216 -0.964 -1.638
H4 -1.311 0.801 -1.414
H5 1.130 -0.853 2.372
C1 -0.642 -0.031 -1.660
C2 -0.925 0.455 1.336
H6 -0.936 1.493 0.938
C3 0.095 -0.498 0.721
H7 1.881 1.117 -0.046
O2 1.140 1.180 -0.666
O3 1.294 -0.479 1.492
C4 0.521 -0.092 -0.687
H8 -0.350 -1.505 0.708

Properties
Lowest unoccupied orbital energy in eV: 0.5985
SMILES: C[C@@H](O)[C@@H](O)C=O
Largest force on an atom in eV Å⁻¹: 0.6
Total charge: 0

Here are the Mulliken charges for atoms 1 to 4, given in e:
1. H 0.302
2. H 0.335
3. O -0.483
4. H 0.360

=====

Entry from the OMol25 dataset: a cluster of 2 separate species, C4H8O3 in total at a distorted geometry (ωB97M-V with the def2-TZVPD basis set).

Cartesian coordinates (Å):
C1 -1.494 0.390 0.257
H1 -2.081 -1.619 0.045
H2 2.892 -0.692 0.630
H3 -1.512 1.370 -0.201
C2 -1.584 -0.820 -0.503
H4 -1.653 1.193 1.990
O1 1.078 -0.837 -0.604
O2 3.314 0.390 -1.050
C3 2.570 -0.084 -0.224
H5 0.840 1.266 -0.701
H6 0.795 0.532 1.020
C4 1.034 0.425 -0.038
H7 -0.453 -1.170 -0.722
O3 -1.713 0.320 1.582
H8 -2.032 -0.665 -1.482

Properties
Lowest unoccupied orbital energy (alpha / beta) in eV: -0.6111 / -0.9214
Largest force on an atom in eV Å⁻¹: 1.3
Total charge: 0

Here are the Mulliken charges for atoms 1 to 4, given in e:
1. C 0.004
2. H 0.319
3. H 0.348
4. H 0.439

=====

Entry from the OMol25 dataset: an isolated molecule of C4H8O3 at a distorted geometry (ωB97M-V with the def2-TZVPD basis set).

Cartesian coordinates (Å):
O1 2.292 -0.957 -1.267
H1 -0.702 0.110 -1.832
H2 -1.893 -0.370 -0.461
O2 -2.045 1.823 0.501
H3 -0.266 2.094 -0.297
O3 2.005 -0.481 0.964
H4 0.051 -1.760 0.863
C1 0.090 -1.248 -0.277
H5 -0.131 1.184 1.167
H6 2.926 -0.566 0.934
H7 -0.187 -2.062 -1.026
C2 -0.835 -0.011 -0.652
C3 1.549 -0.797 -0.283
H8 -2.213 1.788 1.468
C4 -0.640 1.253 0.198

Properties
Lowest unoccupied orbital energy in eV: 0.6047
SMILES: O=C(O)CCCO
Largest force on an atom in eV Å⁻¹: 3.9
Total charge: 0

Here are the Mulliken charges for atoms 1 to 4, given in e:
1. O -0.573
2. H 0.248
3. H 0.270
4. O -0.555

=====

Entry from the OMol25 dataset: an isolated molecule of C4H8O3 at a distorted geometry (ωB97M-V with the def2-TZVPD basis set).

Cartesian coordinates (Å):
C1 -2.761 0.346 -0.284
C2 0.699 -0.507 0.713
C3 -0.565 -0.459 -0.086
O1 3.335 -0.064 -0.078
H1 -3.452 0.967 0.289
H2 1.484 0.985 0.369
H3 -2.547 0.808 -1.252
O2 -1.567 0.242 0.503
H4 3.788 0.459 0.593
H5 1.165 -1.472 0.702
O3 -0.681 -0.945 -1.189
H6 0.510 -0.158 1.753
H7 1.750 0.090 -1.293
H8 -3.197 -0.642 -0.460
C4 2.040 0.352 -0.281

Properties
Lowest unoccupied orbital energy in eV: 0.7359
SMILES: COC(=O)CCO
Largest force on an atom in eV Å⁻¹: 3.3
Total charge: 0

Here are the Mulliken charges for atoms 1 to 4, given in e:
1. C -0.600
2. C -0.786
3. C 0.704
4. O -0.469